Below is a structure of composition C29H54CaN3OP2 in a non-equilibrium geometry, with properties calculated with wB97M-V/def2-TZVPD.

Computed properties:
- E_LUMO (eV) = -2.9
- HOMO (eV) = -8.3533
- E_tot (eV) = -74476.988
- molar mass (g/mol) = 562.8
- orbital gap (eV) = 5.445
- max |F| (eV/A) = 4.03

Structure (ORCA input):
```
! RIJCOSX wB97M-V def2-TZVPD def2/J DEFGRID3
* xyz 1 1
C -1.915 1.493 -2.050
C -1.388 -0.768 -1.941
C -3.046 1.205 -2.820
C -2.545 -1.134 -2.637
C -3.395 -0.123 -3.075
H -3.632 2.057 -3.169
H -2.704 -2.176 -2.920
H -4.301 -0.361 -3.632
N -1.156 0.509 -1.528
P -0.616 3.176 -0.179
P 0.295 -3.137 -0.647
C -1.517 2.945 -1.796
H -0.886 3.314 -2.624
H -2.429 3.555 -1.834
C -0.214 -1.744 -2.002
H -0.444 -2.322 -2.893
C 1.013 -4.482 -1.803
C -0.256 -3.524 1.074
C 0.943 4.218 -0.614
C -1.997 4.067 0.785
C 2.544 -4.328 -1.742
H 2.949 -4.475 -0.733
H 3.014 -5.059 -2.416
H 2.853 -3.328 -2.066
C 0.543 -5.854 -1.333
H 0.890 -6.109 -0.328
H -0.552 -5.908 -1.387
H 0.948 -6.594 -2.036
C 0.561 -4.408 -3.271
H 1.240 -5.005 -3.895
H -0.473 -4.742 -3.425
H 0.636 -3.407 -3.677
C 0.894 -4.247 1.800
H 1.755 -3.582 1.963
H 0.528 -4.586 2.779
H 1.247 -5.131 1.252
C -0.662 -2.233 1.826
H 0.204 -1.577 2.032
H -1.449 -1.687 1.283
H -1.089 -2.513 2.798
C -1.488 -4.412 0.882
H -1.240 -5.360 0.392
H -1.905 -4.640 1.870
H -2.252 -3.895 0.284
C -1.462 4.370 2.192
H -2.256 4.883 2.749
H -1.208 3.451 2.735
H -0.581 5.024 2.181
C -3.179 3.089 0.894
H -3.596 2.819 -0.082
H -2.903 2.171 1.430
H -3.972 3.583 1.470
C -2.449 5.359 0.093
H -3.373 5.695 0.584
H -1.715 6.165 0.197
H -2.676 5.235 -0.971
C 1.316 4.066 -2.099
H 0.662 4.664 -2.748
H 2.342 4.432 -2.247
H 1.292 3.022 -2.436
C 2.090 3.668 0.263
H 2.365 2.632 -0.002
H 2.984 4.286 0.099
H 1.851 3.707 1.336
C 0.741 5.704 -0.312
H -0.046 6.146 -0.934
H 0.528 5.899 0.747
H 1.677 6.230 -0.556
Ca 0.357 0.441 0.453
C -1.106 0.959 2.744
O -1.742 0.977 3.704
N 1.568 -0.617 -1.005
C 1.072 -1.062 -2.104
C 1.875 -0.892 -3.433
C 1.565 -1.748 -4.663
C 1.581 0.542 -3.816
C 3.356 -1.085 -3.080
H 1.983 -2.761 -4.598
H 0.500 -1.749 -4.932
H 2.110 -1.309 -5.510
H 1.860 1.189 -2.981
H 2.151 0.827 -4.703
H 0.512 0.663 -4.022
H 4.002 -0.605 -3.815
H 3.540 -0.661 -2.088
H 3.623 -2.143 -3.049
N 2.309 -0.098 1.861
H 2.535 -1.088 1.731
H 3.013 0.415 1.324
H 2.449 0.133 2.845
*
```

Computed Mulliken charges, given in elementary charges: C -0.05; C -0.26; C -0.85; C -1.07; C -1.03; H 0.52; H 0.60; H 0.43; N 1.14; P 1.04; P 0.34; C -1.44; H 0.68; H 0.45; C 1.09; H 0.60; C 2.30; C 1.88; C 2.06; C 1.33; C -1.78; H 0.34; H 0.48; H 0.08; C -2.15; H 0.31; H 0.43; H 0.52; C -1.43; H 0.49; H 0.33; H -0.19; C -1.42; H 0.17; H 0.49; H 0.20; C -1.52; H 0.09; H 0.19; H 0.66; C -1.70; H 0.31; H 0.54; H 0.31; C -1.40; H 0.49; H 0.04; H 0.24; C -1.60; H 0.27; H 0.16; H 0.56; C -1.63; H 0.54; H 0.36; H 0.24; C -1.98; H 0.43; H 0.57; H 0.29; C -1.77; H 0.23; H 0.54; H 0.34; C -1.93; H 0.36; H 0.30; H 0.53; Ca 1.39; C 0.15; O -0.15; N -1.24; C -1.04; C 2.92; C -2.38; C -1.79; C -1.91; H 0.50; H 0.26; H 0.55; H -0.02; H 0.53; H 0.31; H 0.41; H 0.27; H 0.62; N -0.75; H 0.17; H 0.32; H 0.20